No. 1
# C21H65AsF6O11

A molecular structure, C21H65AsF6O11 (ωB97M-V/def2-TZVPD, the Open Molecules 2025 dataset).

Output
Electronic energy: -4501.79054 Ha
Kohn-Sham gap: 7.37 eV

```
! RIJCOSX wB97M-V def2-TZVPD def2/J DEFGRID3
* xyz 0 1
O -2.8780 -1.8268 3.0235
H -3.5014 -1.6500 3.7550
H -3.3556 -2.1309 2.1760
H -2.2015 -2.4548 3.3525
As -0.9378 -0.3371 -0.3274
F -2.0344 -1.7467 -0.3027
F -0.3800 -0.8023 -1.8900
F 0.1454 1.0422 -0.2445
F -1.4983 0.0698 1.2826
F 0.4053 -1.2209 0.3817
F -2.1965 0.6441 -0.9917
O -4.0659 -3.0282 1.0521
H -3.6677 -2.9823 0.1674
H -4.4943 -3.8916 1.1000
O 1.1711 -3.5475 1.4174
H 0.7649 -2.7184 1.1017
H 0.7803 -4.2244 0.8353
O 2.2799 -2.1063 -3.0976
H 1.5313 -1.6113 -2.7410
H 2.7033 -2.5072 -2.3191
C 1.8996 1.5901 -3.4960
C 1.0755 2.7241 -4.0766
C -0.4363 2.5001 -3.8473
O 1.4127 3.9554 -3.4551
H 2.9642 1.8460 -3.5000
H 1.9031 0.6616 -4.0764
H 1.5948 1.3243 -2.4825
H 1.3332 2.8204 -5.1324
H -0.9566 3.2091 -4.4926
H -0.7130 2.7198 -2.8157
H -0.7386 1.4712 -4.0543
H 1.3397 3.8616 -2.4876
C -0.2407 -1.1979 3.8608
C 1.1473 -0.6874 3.4209
C 1.3874 0.7816 3.8011
O 2.1563 -1.4666 3.9948
H -1.0693 -0.7158 3.3309
H -0.4629 -1.1795 4.9276
H -0.2518 -2.2414 3.5197
H 1.1300 -0.7092 2.3241
H 1.5009 0.7692 4.8938
H 0.5559 1.4152 3.5184
H 2.4050 1.0397 3.5129
H 2.1812 -2.3521 3.6210
C 5.7843 -1.5769 -0.6012
C 4.4608 -1.7691 0.1269
C 3.7056 -0.4625 0.1663
O 3.6977 -2.7419 -0.5994
H 6.3305 -2.5173 -0.6499
H 6.3950 -0.8480 -0.0612
H 5.6375 -1.1187 -1.5797
H 4.6506 -2.1492 1.1369
H 4.2030 0.3527 0.6960
H 2.7115 -0.5404 0.6202
H 3.4627 -0.1230 -0.8459
H 2.9293 -2.9329 -0.0329
C -6.6945 -0.4438 -0.6373
C -5.2655 -0.0422 -0.8902
C -5.1384 0.9480 -2.0226
O -4.7333 0.4969 0.3229
H -7.0564 -1.0089 -1.4929
H -7.2640 0.4892 -0.5451
H -6.8200 -0.9263 0.3314
H -4.7159 -0.9529 -1.1790
H -5.3908 1.9535 -1.6790
H -5.8166 0.6679 -2.8344
H -4.1543 1.0024 -2.4869
H -3.8655 0.8773 0.1329
C 0.1747 -5.2721 -3.0210
C 0.3958 -5.7626 -1.5685
C 1.8533 -6.0756 -1.2934
O -0.1689 -4.8898 -0.5946
H -0.8860 -5.2744 -3.2673
H 0.7014 -5.9350 -3.7034
H 0.6383 -4.2840 -3.0670
H -0.1558 -6.7139 -1.5278
H 2.2191 -6.6207 -2.1601
H 2.0443 -6.6672 -0.3960
H 2.4285 -5.1639 -1.1091
H -1.0342 -4.6361 -0.9308
C -1.7942 3.3023 1.6426
C -2.3444 4.7255 1.6556
C -3.3128 4.9868 2.8023
O -1.2214 5.6072 1.7762
H -1.1277 3.2053 0.7893
H -2.6120 2.5816 1.5827
H -1.2845 3.0592 2.5768
H -2.8931 4.9126 0.7244
H -2.8374 4.9726 3.7821
H -4.0552 4.1797 2.8149
H -3.8726 5.9079 2.6306
H -1.5913 6.4945 1.6928
C 3.8238 4.0645 -0.4086
C 2.7017 3.1736 0.0943
C 2.4486 3.2844 1.5749
O 1.4945 3.4523 -0.6087
H 3.6149 5.1190 -0.2194
H 3.9761 3.9149 -1.4776
H 4.7618 3.8157 0.0896
H 2.9913 2.1461 -0.1578
H 3.3913 2.9877 2.0474
H 1.6613 2.6318 1.9364
H 2.2328 4.3204 1.8421
H 0.8971 2.7071 -0.4800
*
```

***

No. 2
# C5H8O2

C5H8O2 in the gas phase (ωB97M-V/def2-TZVPD, the Open Molecules 2025 dataset).

Output
Electronic energy: -345.73541 Ha
SMILES: C=C(O)[C@@]1(C)CO1
Kohn-Sham gap: 9.71 eV
Energy relative to the best compared isomer or geometry (same formula, charge and spin): 43.6 kcal/mol

```
! RIJCOSX wB97M-V def2-TZVPD def2/J DEFGRID3
* xyz 0 1
C 1.7589 -0.8518 -0.5367
C 0.8743 0.1286 -0.7156
O 1.0485 1.2292 -1.4791
C -0.3990 0.1663 0.0865
C -1.3940 -0.9544 -0.0411
C -0.2816 0.9938 1.2826
O -0.9781 1.4769 0.1324
H 2.7378 -0.8683 -0.9974
H 1.5027 -1.6548 0.1483
H 0.2771 1.7925 -1.2753
H -2.2805 -0.7273 0.5582
H -1.7033 -1.0770 -1.0851
H -0.9563 -1.8953 0.3013
H 0.6759 1.4813 1.4651
H -0.8823 0.7602 2.1558
*
```

***

No. 3
# C22H36BClNO10

3 unconnected molecules or ions with the total composition C22H36BClNO10 (ωB97M-V/def2-TZVPD, the Open Molecules 2025 dataset).

Output
Electronic energy: -2151.98048 Ha
Kohn-Sham gap: 7.38 eV
Energy relative to the best compared isomer or geometry (same formula, charge and spin): 0.0 kcal/mol

```
! RIJCOSX wB97M-V def2-TZVPD def2/J DEFGRID3
* xyz 1 1
C 5.5900 -0.9614 -2.7597
C 5.3147 -1.3080 -4.2155
C 3.8290 -1.5180 -4.5402
C 3.1122 -0.2909 -5.1349
C 3.2688 0.9159 -4.2761
N 4.2962 1.7386 -4.5413
C 4.5841 2.8405 -3.8338
C 3.8163 3.1884 -2.7597
C 4.1492 4.4531 -2.0019
C 3.5010 5.5920 -2.7650
O 2.3475 5.8575 -2.6864
Cl 4.5765 6.4350 -3.8690
C 2.7324 2.3547 -2.4552
C 1.8785 2.6276 -1.2459
O 2.3442 2.8220 -0.1607
O 0.5756 2.5476 -1.5310
C 2.4324 1.2305 -3.2163
B 1.1281 0.3387 -2.8924
O 1.2006 -0.5073 -1.8179
C -0.1634 0.5272 -3.7598
C -1.4653 0.3377 -2.9686
H 6.6515 -0.7906 -2.5970
H 5.0697 -0.0559 -2.4374
H 5.2534 -1.7619 -2.1040
H 5.8540 -2.2184 -4.4699
H 5.7428 -0.5442 -4.8723
H 3.3172 -1.7766 -3.6108
H 3.7206 -2.3532 -5.2264
H 3.5011 -0.0946 -6.1354
H 2.0531 -0.5111 -5.2499
H 4.8823 1.5150 -5.3354
H 5.4377 3.4228 -4.1442
H 3.7105 4.4326 -1.0123
H 5.2270 4.5648 -1.9524
H 0.0876 2.4156 -0.7004
H 1.3109 -1.4421 -2.0138
H -0.1152 -0.1831 -4.5945
H -0.1487 1.5223 -4.2079
H -1.5248 -0.6535 -2.5284
H -2.3232 0.4928 -3.6169
H -1.5167 1.0760 -2.1725
C 0.2845 1.4642 2.8156
C 0.3956 0.4889 1.6637
O 0.1455 -0.8628 2.0628
C -1.1427 -1.1673 2.2431
O -2.0728 -0.4274 2.0528
O -1.2166 -2.4283 2.6524
C -2.5447 -2.8820 2.9412
H 0.9465 1.1650 3.6281
H 0.5645 2.4661 2.4881
H -0.7326 1.4993 3.2020
H 1.4127 0.4823 1.2736
H -0.2800 0.7518 0.8456
H -3.2039 -2.7252 2.0907
H -2.9367 -2.3682 3.8162
H -2.4653 -3.9438 3.1505
C -5.8265 -0.4288 6.7902
C -5.5776 -1.3954 5.6531
O -5.7904 -2.7613 6.0400
C -7.0675 -3.1340 6.1333
O -8.0250 -2.4478 5.8913
O -7.0987 -4.4043 6.5305
C -8.4156 -4.9293 6.7308
H -5.2211 -0.6981 7.6564
H -5.5682 0.5843 6.4822
H -6.8726 -0.4411 7.0907
H -4.5344 -1.3522 5.3445
H -6.1937 -1.1580 4.7860
H -9.0251 -4.7947 5.8406
H -8.8907 -4.4427 7.5805
H -8.2859 -5.9871 6.9366
*
```